No. 1
11
Properties=species:S:1:pos:R:3:nbo_charge:R:1 method="wB97M-V/def2-TZVPD" de_lowest_ev=0.7124 smiles=Cn1cncn1 homo_energy_ev=-9.99 spin_multiplicity=1 e_lumo_ev=0.906 gap_ha=0.400 largest_force_ha_per_bohr=0.0090
C 0.831 -0.203 -1.334 -0.415
N -0.205 0.017 -0.331 -0.200
C -0.580 -0.885 0.598 0.190
N -0.918 -0.306 1.726 -0.477
C -0.712 1.014 1.436 0.133
N -0.283 1.260 0.220 -0.287
H 0.509 -0.740 -2.231 0.211
H 1.164 0.805 -1.575 0.240
H 1.657 -0.771 -0.893 0.205
H -0.546 -1.944 0.381 0.201
H -0.809 1.799 2.178 0.201


No. 2
75
Properties=species:S:1:pos:R:3:lowdin_charge:R:1 method="wB97M-V/def2-TZVPD" homo_energy_ev=-3.76 spin_multiplicity=1 e_lumo_ev=0.588 gap_ha=0.160 largest_force_ha_per_bohr=0.1330 charge=-1
C 4.989 -5.899 3.889 -0.139
C 4.037 -4.799 4.547 -0.282
C 2.628 -5.384 4.977 -0.341
C 1.584 -5.021 3.816 -0.400
Ga -0.236 -5.807 4.388 0.130
H 4.769 -5.931 2.790 0.062
H 6.045 -5.557 4.068 0.050
H 4.842 -6.903 4.365 0.060
H 4.553 -4.255 5.387 0.084
H 3.841 -4.052 3.731 0.083
H 2.273 -4.996 5.967 0.073
H 2.615 -6.504 5.051 0.078
H 1.935 -5.548 2.882 0.032
H 1.582 -3.906 3.680 0.009
H -1.370 -4.734 4.007 -0.178
H -0.249 -5.977 5.988 -0.153
H -0.472 -7.215 3.624 -0.168
O 0.824 -1.949 2.311 -0.287
P 0.727 -0.609 1.569 0.758
N 0.004 0.260 2.872 -0.356
C -1.316 -0.070 3.387 -0.117
C 0.925 0.461 3.987 -0.147
N -0.365 -1.137 0.365 -0.315
C -1.705 -0.643 0.155 -0.149
C -0.301 -2.548 -0.012 -0.133
N 0.841 0.920 0.631 -0.294
C 2.177 1.059 0.032 -0.153
C 0.385 2.233 1.070 -0.138
H -1.607 0.648 4.161 0.078
H -1.369 -1.083 3.801 0.093
H -2.080 0.033 2.619 0.051
H 1.868 0.887 3.621 0.072
H 1.156 -0.476 4.504 0.082
H 0.519 1.171 4.713 0.076
H -2.429 -1.146 0.807 0.086
H -2.015 -0.823 -0.878 0.056
H -1.786 0.434 0.303 0.061
H -0.846 -3.179 0.701 0.090
H 0.732 -2.893 -0.053 0.072
H -0.726 -2.707 -1.008 0.075
H 2.928 1.309 0.789 0.073
H 2.189 1.829 -0.745 0.070
H 2.476 0.119 -0.444 0.076
H 0.984 2.634 1.895 0.076
H -0.663 2.222 1.367 0.067
H 0.449 2.941 0.235 0.070
O -0.324 3.899 -2.256 -0.316
P -1.275 3.853 -3.465 0.753
N -2.184 2.492 -2.925 -0.347
C -1.591 1.173 -2.773 -0.115
C -3.003 2.794 -1.755 -0.138
N -0.078 3.512 -4.637 -0.322
C 0.011 2.318 -5.450 -0.136
C 1.266 4.017 -4.372 -0.146
N -2.411 4.041 -4.841 -0.295
C -2.822 5.447 -4.982 -0.154
C -3.555 3.185 -5.131 -0.137
H -2.354 0.444 -2.490 0.070
H -0.788 1.156 -2.026 0.084
H -1.199 0.798 -3.716 0.060
H -3.599 3.699 -1.937 0.074
H -2.394 2.967 -0.860 0.071
H -3.710 1.988 -1.546 0.085
H 0.523 1.508 -4.919 0.082
H 0.579 2.522 -6.364 0.079
H -0.962 1.961 -5.784 0.068
H 1.812 3.360 -3.683 0.079
H 1.227 5.014 -3.935 0.069
H 1.843 4.100 -5.297 0.078
H -3.519 5.739 -4.189 0.075
H -3.293 5.632 -5.951 0.076
H -1.947 6.103 -4.921 0.076
H -4.355 3.283 -4.389 0.079
H -3.270 2.137 -5.207 0.071
H -3.973 3.451 -6.108 0.085


No. 3
50
Properties=species:S:1:pos:R:3:nbo_charge:R:1 method="wB97M-V/def2-TZVPD" de_lowest_ev=0.8808 homo_energy_ev="-17.47 / -17.43" spin_multiplicity=5 e_lumo_ev="-10.877 / -13.708" gap_ha="0.242 / 0.137" largest_force_ha_per_bohr=0.1857 charge=+3
Os 0.375 -0.288 -0.124 0.939
Cl -0.855 -2.067 -0.118 -0.159
C 2.010 -1.076 0.071 0.493
O 3.093 -1.572 0.150 -0.298
P 0.007 -0.039 -2.425 1.024
C 0.524 1.573 -2.978 -0.346
C 1.020 -1.347 -3.232 -0.379
C -1.697 -0.321 -3.000 -0.359
C 0.484 -2.585 -3.513 -0.233
C 1.280 -3.550 -4.145 -0.160
C 2.644 -3.241 -4.419 -0.155
C 3.175 -2.013 -4.081 -0.121
C 2.386 -1.046 -3.481 -0.213
H -0.562 -2.786 -3.198 0.222
H 0.850 -4.499 -4.410 0.254
H 3.265 -3.986 -4.902 0.260
H 4.238 -1.759 -4.294 0.253
H 2.761 -0.066 -3.196 0.234
C 1.329 2.396 -2.204 -0.211
C 1.876 3.565 -2.770 -0.179
C 1.513 3.935 -4.081 -0.133
C 0.616 3.146 -4.807 -0.163
C 0.103 1.971 -4.254 -0.203
H 1.502 2.120 -1.156 0.201
H 2.570 4.184 -2.204 0.257
H 1.923 4.854 -4.518 0.265
H 0.306 3.435 -5.823 0.258
H -0.595 1.342 -4.783 0.202
C -1.828 -0.657 -4.351 0.041
C -3.082 -0.783 -4.943 -0.186
C -4.225 -0.608 -4.156 -0.112
C -4.096 -0.257 -2.798 0.046
C -2.827 -0.100 -2.209 -0.096
H -0.946 -0.820 -4.959 0.263
H -3.143 -1.037 -6.012 0.285
H -5.210 -0.769 -4.612 0.286
H -5.005 -0.122 -2.206 0.268
H -2.701 0.160 -1.157 0.231
H -1.238 2.935 -0.364 0.062
H -1.706 2.342 -0.426 -0.056
C -0.392 1.467 3.904 -0.805
S 0.835 0.670 2.882 1.278
C 1.173 -0.679 3.916 -0.856
O 0.062 0.071 1.671 -0.908
H 0.059 1.777 4.856 0.303
H -1.195 0.774 4.118 0.270
H -0.759 2.349 3.387 0.275
H 0.252 -1.199 4.179 0.276
H 1.851 -1.361 3.398 0.273
H 1.655 -0.364 4.864 0.315